Record 1
Here is a structure of composition C10H14ClOP from the OMol25 dataset. Energies are from the ωB97M-V functional and the def2-TZVPD basis.

Structure (ORCA input):
```
! RIJCOSX wB97M-V def2-TZVPD def2/J DEFGRID3
* xyz 0 1
C -4.302 0.225 -0.015
C -3.799 0.226 1.258
C -3.534 0.570 -1.132
C -2.458 0.315 1.398
C -2.163 0.890 -0.944
C -1.661 0.794 0.368
C 1.502 0.600 -1.758
C 3.035 0.507 0.382
C 1.212 -1.143 -0.034
C 1.687 0.232 -0.315
O 0.841 1.215 2.245
P 0.599 1.323 0.780
Cl 0.724 3.174 0.297
H -5.368 0.064 -0.112
H -4.398 0.155 2.264
H -3.978 0.538 -2.186
H -1.989 0.253 2.411
H -1.507 1.395 -1.705
H 0.455 0.874 -1.864
H 1.976 1.606 -1.970
H 1.926 -0.240 -2.447
H 2.932 0.240 1.484
H 3.340 1.589 0.280
H 3.958 0.028 0.077
H 1.324 -1.317 1.072
H 0.148 -1.474 -0.100
H 1.672 -1.995 -0.649
*
```

electronic energy = -34454.75929 eV
Kohn-Sham gap = 9.910 eV
HOMO = -0.3438 Ha

***

Record 2
Here is a cluster of 2 separate species, C10H14N2O2 in total from the OMol25 dataset. Energies are from the ωB97M-V functional and the def2-TZVPD basis.

Structure (ORCA input):
```
! RIJCOSX wB97M-V def2-TZVPD def2/J DEFGRID3
* xyz 0 1
C 0.849 -0.222 1.539
N -0.541 -0.020 1.171
C -0.922 1.277 0.646
C -1.384 -1.045 1.129
H 1.262 0.758 1.789
H 0.917 -0.865 2.427
H 1.453 -0.687 0.738
H -0.224 2.015 1.041
H -0.916 1.323 -0.460
H -1.934 1.536 0.981
H -2.381 -0.819 0.729
H -0.924 -2.039 1.117
C -2.654 -2.242 2.441
N -2.938 -3.225 1.448
O -2.031 -4.021 1.046
O -4.116 -3.359 0.985
C -3.818 -1.680 3.118
C -5.100 -1.574 2.514
C -6.071 -0.733 3.073
C -5.869 -0.117 4.318
C -4.666 -0.388 5.010
C -3.688 -1.203 4.439
H -1.831 -2.569 3.119
H -5.322 -2.134 1.605
H -7.001 -0.555 2.504
H -6.611 0.557 4.745
H -4.478 0.052 5.990
H -2.759 -1.476 4.961
*
```

electronic energy = -17666.47721 eV
Kohn-Sham gap = 7.313 eV
HOMO = -0.2765 Ha

***

Record 3
Here is a cluster of 2 separate species, C10H14N3O in total from the OMol25 dataset. Energies are from the ωB97M-V functional and the def2-TZVPD basis.

Structure (ORCA input):
```
! RIJCOSX wB97M-V def2-TZVPD def2/J DEFGRID3
* xyz 1 1
C -3.419 0.208 -0.901
C -3.569 -0.442 0.329
C -2.067 0.320 -1.105
C 3.240 2.277 1.764
C 3.232 1.026 1.247
C 3.936 -0.805 -0.398
C -0.191 -0.747 0.081
C -4.848 -1.058 0.801
C -1.294 0.975 -2.151
C 3.840 0.477 0.026
N 0.790 -1.348 -0.097
N -2.454 -0.857 0.878
N -1.433 -0.325 0.034
O 3.429 -1.776 0.365
H -4.122 0.279 -1.727
H 2.745 2.403 2.715
H 3.864 3.111 1.546
H 2.735 0.342 1.836
H 4.325 -1.186 -1.303
H -5.396 -1.766 0.093
H -4.580 -1.489 1.779
H -5.540 -0.237 1.027
H -0.463 0.265 -2.408
H -2.095 1.145 -2.895
H -0.892 1.917 -1.748
H 4.399 1.292 -0.524
H 1.732 -1.522 0.219
H 4.097 -2.479 0.515
*
```

electronic energy = -17103.84007 eV
Kohn-Sham gap = 7.660 eV
HOMO = -0.4316 Ha

***

Record 4
Here is an isolated molecule of C10H14N4O4 from the OMol25 dataset. Energies are from the ωB97M-V functional and the def2-TZVPD basis.

Structure (ORCA input):
```
! RIJCOSX wB97M-V def2-TZVPD def2/J DEFGRID3
* xyz 0 1
C -4.262 -1.063 1.202
O -2.921 -1.383 0.707
C -2.085 -0.355 0.332
N -0.805 -0.676 0.241
C 0.108 0.249 -0.118
C 1.531 -0.116 -0.130
C 1.905 -1.413 0.120
N 3.230 -1.861 0.052
C 4.397 -0.912 -0.016
C 3.495 -3.289 0.261
C -0.358 1.487 -0.445
N 0.562 2.449 -0.857
O 1.014 3.198 0.009
O 0.909 2.420 -2.047
C -1.693 1.760 -0.310
O -2.034 3.059 -0.570
C -3.427 3.254 -0.795
N -2.564 0.873 0.160
H -4.874 -0.516 0.503
H -4.779 -2.031 1.470
H -4.184 -0.457 2.101
H 2.262 0.623 -0.393
H 1.102 -2.149 0.345
H 4.238 0.001 0.537
H 5.309 -1.424 0.353
H 4.566 -0.633 -1.021
H 2.673 -3.911 -0.192
H 3.644 -3.537 1.302
H 4.450 -3.585 -0.187
H -3.557 4.259 -1.227
H -4.012 3.167 0.117
H -3.840 2.513 -1.505
*
```

structure (SMILES) = COc1nc(/C=C/N(C)C)c([N+](=O)[O-])c(OC)n1
electronic energy = -24743.27393 eV
Kohn-Sham gap = 8.173 eV
HOMO = -0.2927 Ha

***

Record 5
Here is an isolated molecule of C10H14N4O5 from the OMol25 dataset. Energies are from the ωB97M-V functional and the def2-TZVPD basis.

Structure (ORCA input):
```
! RIJCOSX wB97M-V def2-TZVPD def2/J DEFGRID3
* xyz 0 1
N -2.178 1.340 -0.923
C -2.175 -0.093 -0.699
C -1.689 -0.810 -1.994
C -0.351 -0.321 -2.475
C -0.131 0.279 -3.710
N 1.241 0.589 -3.707
C 1.740 0.162 -2.516
N 0.792 -0.360 -1.768
C -1.379 -0.668 0.484
O -1.416 -1.863 0.743
N -0.708 0.243 1.251
C -0.072 -0.192 2.477
C 1.102 -1.127 2.230
C 2.322 -0.426 1.682
O 3.122 0.070 2.457
O 2.461 -0.304 0.374
C 0.225 1.066 3.299
O -0.592 1.973 3.246
O 1.234 1.071 4.153
H -1.235 1.705 -1.008
H -2.676 1.832 -0.197
H -3.216 -0.363 -0.559
H -1.668 -1.896 -1.759
H -2.384 -0.584 -2.852
H -0.747 0.679 -4.476
H 1.792 0.993 -4.431
H 2.789 0.282 -2.211
H -1.010 1.206 1.271
H -0.812 -0.805 3.138
H 1.366 -1.666 3.194
H 0.665 -1.893 1.574
H 1.647 -0.575 -0.100
H 1.942 0.457 3.814
*
```

structure (SMILES) = N[C@@H](Cc1c[nH]cn1)C(=O)N[C@@H](CC(=O)O)C(=O)O
electronic energy = -26796.77898 eV
Kohn-Sham gap = 9.750 eV
HOMO = -0.3403 Ha

***

Record 6
Here is an isolated molecule of C10H14O2S2 from the OMol25 dataset. Energies are from the ωB97M-V functional and the def2-TZVPD basis.

Structure (ORCA input):
```
! RIJCOSX wB97M-V def2-TZVPD def2/J DEFGRID3
* xyz 0 1
C 0.553 0.909 -0.343
C 0.614 -0.380 -0.593
C 1.877 1.559 0.156
C -0.589 1.869 -0.716
C 0.006 -1.712 -0.718
C -1.833 1.834 0.159
C -1.116 -1.938 0.295
C -1.978 0.512 1.033
C -2.122 -0.801 0.243
C 2.757 -0.538 -0.059
O 1.923 2.717 0.356
O 2.928 0.769 0.290
S 3.861 -1.143 -1.313
S 2.648 -1.579 1.585
H -0.032 2.751 -0.663
H -0.523 1.772 -1.828
H -0.341 -1.760 -1.721
H 0.905 -2.467 -0.721
H -1.797 2.591 0.872
H -2.785 1.970 -0.283
H -1.592 -2.876 0.056
H -0.700 -2.032 1.224
H -1.048 0.531 1.599
H -2.860 0.634 1.567
H -2.272 -0.583 -0.832
H -3.147 -1.231 0.561
H 3.024 -0.637 -2.251
H 3.640 -0.742 2.045
*
```

electronic energy = -36358.45965 eV
Kohn-Sham gap = 8.961 eV
HOMO = -0.3120 Ha